Below is 2 unconnected molecules or ions with the total composition C3H10N3O at a distorted geometry, with properties calculated with ωB97M-V/def2-TZVPD.

Calculated values
strongest force on any atom: 4.2 eV/Å
E_LUMO: -5.1 eV
energy relative to the best compared isomer or geometry (same formula, charge and spin): 140.8 kcal per mole

Geometry as ORCA input:
```
! wB97M-V def2-TZVPD RIJCOSX def2/J DEFGRID3
* xyz 1 1
C 0.073 0.690 0.598
C -2.997 1.900 0.513
C -2.239 -0.267 0.214
N 2.076 -1.639 0.038
N 2.658 -1.192 -1.229
N -0.972 0.037 0.390
O -3.250 0.561 0.313
H 0.144 0.884 1.637
H 0.880 0.835 -0.026
H 2.960 -1.705 0.707
H -3.973 2.195 0.964
H -2.594 2.395 -0.409
H -2.102 2.064 1.160
H -2.440 -1.295 0.308
H 1.604 -2.492 -0.224
H 2.961 -0.211 -1.097
H 3.436 -1.802 -1.509
*
```